1.
C8H11F2NO2 | wB97M-V/def2-TZVPD

The geometry in XYZ format:
```
24
Properties=species:S:1:pos:R:3:forces:R:3:mulliken_charge:R:1
H -0.825 1.948 0.574 -0.0517 1.0694 1.2649 0.3508
H 1.175 -2.328 -0.020 -0.2630 -0.0060 -0.5701 0.3418
C 1.438 -0.872 1.558 -1.7381 1.2215 -1.0839 -0.8171
F 1.140 1.498 1.826 0.2381 0.1303 0.0703 -0.3488
O 1.389 1.568 -2.186 1.2451 3.6275 -1.8239 -0.5456
H -2.180 -0.345 1.190 1.0550 -0.7052 -1.2482 0.2704
C -0.870 1.583 -0.409 -0.0395 -0.1634 -2.0914 -0.8045
H 2.365 -1.355 1.514 1.5696 -0.4387 0.3566 0.3077
O 1.509 -0.593 -2.141 0.1501 -2.2143 -0.5836 -0.5701
H -2.988 1.341 -0.147 -2.3026 1.2702 1.5537 0.4788
H -2.474 0.656 -1.604 0.0435 0.0905 -0.7454 0.3057
C 1.560 0.541 0.977 -1.9738 -0.5731 -1.6760 0.9513
C -1.871 -0.513 0.083 -0.3059 0.0940 2.3268 -0.6977
C 0.205 0.507 -0.488 1.1834 -1.0664 2.2362 0.9792
C -2.224 0.831 -0.576 3.9763 -1.9421 -1.1421 -0.7725
H 0.926 -1.285 -1.764 0.2713 0.2747 -0.2325 0.4242
C 1.068 0.561 -1.710 -1.2726 -1.5833 2.1103 0.0188
H -0.119 -2.294 1.276 0.9928 0.3094 -1.5562 0.3340
H 1.038 -0.857 2.591 0.1694 0.1000 -0.7175 0.3541
H -2.466 -1.318 -0.289 -0.4174 -0.5801 -0.1713 0.4222
C 0.535 -1.671 0.554 -3.0387 -0.3344 3.3363 -0.7262
F 2.826 0.822 0.584 -0.6684 0.1562 -0.0730 -0.3279
H -0.731 2.388 -1.196 0.0525 -0.8885 1.2303 0.3516
N -0.424 -0.815 -0.199 1.1245 2.1516 -0.7704 -0.2802
```
Forces are in eV/Å.

Calculated values
HOMO energy: -8.96 eV
Energy above the lowest of the compared OMol25 structures with the same formula, charge and spin: 0.0 kcal/mol
Gap between HOMO and LUMO: 9.61 eV
Net charge: 0


2.
C17H45N3O5 | wB97M-V/def2-TZVPD

The geometry in XYZ format:
```
70
Properties=species:S:1:pos:R:3:forces:R:3:mulliken_spin:R:1
C -3.321 2.237 -3.060 0.3773 -2.1468 0.6185 0.0000
H -4.249 2.007 -3.585 -0.1278 -0.6854 -0.3782 0.0000
C 3.856 -1.407 -0.278 -0.6416 -1.7306 -2.4712 0.0230
H 2.931 -0.834 1.962 -0.3780 0.0757 -0.2215 -0.0056
C -0.076 -1.024 -1.965 0.3398 0.0303 -0.0054 0.0319
N -4.623 2.523 -1.017 -0.5004 0.8161 0.3811 0.0000
H 4.831 1.366 -0.080 -0.0012 -0.6608 -0.1006 0.0039
H -3.587 -0.088 -0.359 0.1176 -0.1829 -0.1335 -0.0001
H -3.216 2.979 1.644 -0.3548 0.6357 -0.2086 0.0000
H 1.272 0.261 -3.896 0.0477 -0.2307 0.1287 0.0047
H -1.909 0.015 4.718 -0.2428 0.1291 0.2304 0.0001
H -0.841 -1.557 6.293 -0.1264 -0.0545 0.0407 0.0000
O 0.837 0.832 -0.115 2.1728 -1.8337 -1.5005 0.1033
H 4.314 -1.126 -2.319 0.0665 0.0568 -0.2895 0.0008
C 0.068 -1.148 5.849 0.0039 -0.0417 -0.2854 0.0001
C 1.569 0.605 -2.905 0.3646 0.6028 -0.0071 0.0951
C 0.956 -3.190 2.394 0.9721 1.0764 0.2990 -0.0008
H -2.672 1.549 1.625 3.5193 -3.4585 0.2915 -0.0003
C -1.410 2.232 -4.520 -0.3726 -0.1477 0.7296 0.0005
H 4.175 0.352 1.770 0.2212 -0.2621 -0.4411 -0.0010
C -3.846 0.223 -1.371 0.2682 1.4021 -0.9298 0.0001
H -0.509 1.652 -4.724 -0.3057 -0.1019 -0.3168 -0.0005
C -0.195 -0.897 4.337 1.1023 -0.9523 1.1594 -0.0004
N 1.746 -0.161 -0.550 -0.5328 2.5588 -0.7007 0.6613
H -1.312 0.432 3.257 0.0725 0.0629 -0.4298 0.0002
H 3.399 -2.160 0.365 -0.5029 0.0777 0.0136 -0.0082
H 2.541 1.091 -2.990 0.3222 -0.6946 0.0189 -0.0015
H -3.355 -0.369 -2.144 0.3979 -0.0533 0.3333 0.0000
H -2.628 2.067 -1.017 0.2876 -0.3708 -0.0066 0.0004
C 3.911 1.151 -0.624 -0.6786 1.0812 -1.5180 0.0676
C 3.188 0.067 1.407 -0.5269 1.2771 1.7752 0.0243
H 2.364 -1.842 -3.359 -0.2621 -0.0138 -0.1134 -0.0030
O -1.527 0.624 1.634 0.8129 -0.0908 -1.2405 0.0052
H 0.289 -0.224 6.383 -0.0552 0.1682 -0.2830 0.0000
O -3.476 2.063 1.523 -2.1364 1.8708 1.3029 0.0001
H 1.775 -2.770 -2.028 -0.1857 0.1829 0.3809 0.0024
O 0.075 -3.262 3.446 -1.9520 -0.8053 0.9736 -0.0001
O -2.191 1.491 -3.568 -0.4065 1.0874 -0.2061 0.0000
H 4.322 -2.792 -1.907 -0.6288 -0.2734 -0.1302 -0.0002
H 1.371 -4.128 2.025 -0.3032 -0.3443 0.5983 0.0008
H -1.232 -0.291 1.462 -0.9855 0.7435 0.0734 -0.0015
H -0.156 -1.576 -2.901 -0.2429 0.1177 -0.0425 0.0005
C -0.760 -2.111 3.622 -0.3298 -0.6911 -0.9365 -0.0014
C 3.748 -1.876 -1.767 0.1050 1.4348 1.0491 -0.0137
C 3.146 -0.050 -0.090 1.7527 -1.3581 2.4343 0.0009
H -2.005 2.459 -5.404 0.2211 -0.1588 -0.2309 0.0001
H -1.097 -1.769 2.643 0.3210 0.0982 -0.5579 0.0014
H -1.077 3.170 -4.075 -0.0178 0.2288 0.0561 0.0000
H -3.858 1.881 0.661 -1.0875 0.4534 -1.3050 0.0000
H -0.794 -0.203 -1.938 0.3484 0.2129 -0.2839 0.0001
H 0.948 1.471 -2.675 -0.5233 -0.4310 0.4194 -0.0045
H -1.725 -2.451 3.999 0.1967 -0.1653 0.8670 0.0000
H -0.403 -1.696 -1.171 0.5001 -0.1743 0.1657 -0.0055
H 0.738 -0.647 3.831 0.3827 0.0730 0.0249 -0.0001
H 0.506 0.489 0.718 -0.9792 0.2998 1.4513 0.0130
H -4.445 3.510 -1.135 0.7820 0.5661 0.5979 0.0000
H 1.735 -2.592 2.867 1.0074 0.2622 -1.1540 -0.0007
H -4.908 0.052 -1.548 -0.1168 0.2018 0.1847 0.0000
C 1.438 -0.590 -1.903 -1.2414 -0.7977 -0.2322 -0.0118
H 4.906 -1.543 -0.015 0.0832 1.2578 0.2537 -0.0013
N -1.058 0.215 4.211 -0.7622 0.7868 1.1375 0.0003
C -3.517 1.758 -1.568 -0.2248 0.1528 -1.5854 -0.0003
H 3.351 2.084 -0.552 -0.4276 -0.0717 0.3874 -0.0024
H 0.512 -2.706 1.524 -0.0619 0.4024 -0.2769 0.0028
H 0.877 -1.834 6.102 -0.0108 -0.1948 -0.4063 0.0000
H 4.068 1.089 -1.701 0.5640 -0.2858 0.1293 -0.0013
H 2.599 0.921 1.742 -0.3856 -0.1037 0.2102 0.0010
H -5.392 2.528 -1.671 -0.7514 -1.1230 0.0703 0.0000
H -3.281 3.310 -3.247 0.8203 0.2923 0.6950 0.0000
C 2.294 -1.843 -2.271 0.8198 -0.0848 -0.5541 0.0202
```
Forces are in eV/Å.

Calculated values
HOMO energy (alpha / beta): -10.23 / -10.22 eV
Gap between HOMO and LUMO (alpha / beta): 8.02 / 3.94 eV
Spin multiplicity: 2
Net charge: +1


| no. | electronic energy (hartree) |
| --- | --- |
| 1 | -716.35358 |
| 2 | -1214.71169 |